# 1
The following is a DFT calculation (wB97M-V/def2-TZVPD) of a 10-piece molecular cluster, C30H58N2O14S9 overall at a distorted geometry.

The geometry in XYZ format:
```
113
Properties=species:S:1:pos:R:3
H 1.22326 -9.79960 2.86577
H 3.57290 6.57996 -4.44545
H -0.70794 6.06395 3.35940
H 1.65560 0.80648 2.24616
H 8.14471 1.04144 0.46522
O 0.29968 8.12653 -4.05023
H 1.69340 -7.55349 3.90036
C 6.36919 3.66603 6.81059
S 2.36709 6.66213 -2.36544
H -4.41084 -8.18380 1.36660
H -3.61954 -5.43946 -4.35905
N 0.56691 -3.60770 2.48501
C -6.31010 -7.76378 -6.86286
H -1.87706 -8.21998 -1.51580
H -0.36474 -4.24106 -2.71602
H -5.63356 -8.54262 -7.22228
O 6.23737 5.01055 4.50203
C -5.99823 -1.38606 2.62346
C -1.57753 -0.73531 0.72979
C -1.73434 9.54944 -3.05425
H -0.49751 11.58290 -4.63430
H 1.23769 5.49062 -4.13719
H 4.23023 5.41480 -3.25484
H 4.55239 2.71826 4.87311
H 0.41502 -6.78554 2.90852
S 5.43025 4.78819 5.74654
O -4.79164 -0.15214 -0.10796
H -0.18469 2.76660 3.28832
C 0.49071 0.74152 2.00109
H 3.58761 3.32713 6.25359
C 8.29419 1.96594 1.02791
O -2.11878 -1.89069 -0.05866
C 0.73848 -2.72613 1.52282
H -4.68572 -5.76493 -2.96774
H -5.48454 2.31851 4.12497
H 7.54246 4.22713 2.60372
O 2.73297 6.27456 -0.96344
H 6.65927 2.77440 6.24946
C -0.58073 1.87676 2.59902
H 7.02442 5.39934 1.36526
H 3.42620 4.08172 4.64706
H 2.03618 -6.05131 3.00330
C -4.80858 1.95587 3.21016
H -3.25098 -6.78698 -3.23851
H -1.12330 9.76653 -2.17486
C 0.98330 -9.39011 1.88162
H -3.26530 -9.09752 -2.23026
H 8.68183 4.74372 1.32204
S -2.98505 -9.62793 0.09938
H -8.67950 -6.68826 -5.68324
C -3.65131 -5.77367 -3.31928
C -3.97677 -8.13850 0.36500
O -3.20870 4.06095 2.90190
H 0.69806 10.91058 -3.48262
H 0.70682 7.11416 3.63132
H 1.17943 -10.14595 1.11747
H -0.80727 -5.92508 -3.09614
O -3.15714 -3.25953 -2.55196
C 0.20838 10.76982 -4.44927
C -2.41010 -9.17306 -1.55458
C 0.19365 6.48045 2.90406
O -1.80539 -9.55492 1.02283
O 7.35622 3.54058 -0.92007
O -5.70539 -8.14563 -4.28544
S -0.67109 9.18898 -4.47271
H -2.35709 8.67410 -2.85515
H 3.42856 5.51102 1.45152
H -3.34589 -7.25012 0.28375
H 1.96522 4.35806 -2.95577
H -8.31084 -6.77451 -3.94168
C 4.12190 3.60611 5.34238
S 2.01944 -7.94648 1.54282
H 0.96288 10.75980 -5.23929
C 2.61414 6.15689 1.78777
C 1.48470 -6.99420 2.98514
H 9.29629 2.35305 0.82846
C -1.12294 -4.88190 -3.17204
H -1.73356 -9.95191 -1.91401
C -5.20889 0.76868 2.35267
H -0.08361 7.06694 2.02500
H -7.16530 -7.68824 -7.53854
H -4.77950 -8.09754 -0.37496
C 1.41824 5.29616 -3.07738
S 1.27007 5.11493 2.40493
H 2.25582 6.75416 0.94605
H -5.77706 -6.81069 -6.82407
H 5.75965 3.38510 7.67265
C 7.63871 4.51597 1.55447
H -0.06960 -9.10126 1.84200
C -2.63445 0.38265 1.31584
O 0.96002 -1.59075 0.56804
H -2.55880 -1.48621 -0.88503
H 4.59048 7.15391 -3.09953
C -4.28228 0.26706 1.05357
C -3.37715 2.72568 2.81461
H 8.17606 1.76250 2.09479
O 1.75697 4.44430 3.65509
H -7.24589 -5.84084 -5.02453
C 0.02300 -0.54250 1.08508
C -2.18643 1.69521 2.25046
N -6.45895 -0.06330 2.60975
H 0.46140 5.22774 -2.55463
C 3.83431 6.42329 -3.39630
O 3.44539 -8.35082 1.77278
S -2.68060 -4.65549 -2.28012
S 7.05009 3.16859 0.50036
H -1.24924 -4.60335 -4.22106
H 2.97605 6.81081 2.58489
O -5.46355 -2.62808 2.46057
H 7.26670 4.18414 7.15634
S -6.88505 -8.21864 -5.20890
H -2.37516 10.40340 -3.28594
C -7.87677 -6.72921 -4.94328
```

Results
M (g/mol): 959.4
Electronic energy (Eh): -5923.5039

Here are the Löwdin charges for atoms 1 to 4, given in e: number 1, H, carries 0.0587; number 2, H, carries 0.0542; number 3, H, carries 0.0426; number 4, H, carries 0.1207

# 2
The following is a DFT calculation (wB97M-V/def2-TZVPD) of a 12-piece molecular cluster, C30H59Cl22NO2 overall at a distorted geometry.

The geometry in XYZ format:
```
114
Properties=species:S:1:pos:R:3
H 5.16509 -2.86953 -9.19812
C -10.47553 2.97663 -0.58637
H -7.02039 1.09040 3.61154
C 3.35886 1.07274 -4.09328
H -0.24254 -0.56516 -0.19850
H 5.52197 1.18920 0.84618
H 3.85961 0.36672 -6.06572
Cl 0.62500 -5.38107 2.03043
N 6.95705 -0.22343 1.90961
H 2.23965 2.92514 -9.43330
C 2.60585 -2.89209 1.21214
H 2.80813 0.51424 -10.04717
H -1.88379 9.45045 2.77492
H 6.39452 -4.07891 -8.79141
H -3.29999 2.65821 0.94119
C -2.46746 8.52843 2.85439
H 2.18870 -0.95256 2.34063
C 1.85594 -1.43807 1.30185
H -1.33737 7.87471 4.56754
O -0.38353 -1.53379 0.08935
H 4.72205 -3.72958 1.37553
H 1.38730 -3.08745 7.05333
Cl -8.09937 1.88430 -1.41792
C -6.09075 -2.73140 -1.91050
H -3.40614 8.76325 3.36625
C 6.43867 0.45833 0.62561
Cl -7.93729 -1.82094 -0.09608
Cl -7.11467 -4.02941 -2.57339
Cl -6.26241 0.99908 1.37591
C 2.64862 -7.03501 1.19362
H 3.92901 3.18246 -8.96564
H 3.64315 1.72205 -11.03885
H -0.22184 -0.66403 2.04635
C 4.98041 -1.46851 1.19408
Cl 4.33180 -5.07832 -9.28446
C 2.43892 -1.46696 6.10076
C 5.11703 -3.56273 -7.13572
Cl 3.01122 -6.13439 -0.29972
H 0.55105 -7.32672 0.69256
H -5.05195 -3.03000 -2.08034
C -9.76567 1.65449 -0.83152
H 3.02460 -0.84109 -5.07403
Cl -4.61342 2.70738 3.83633
H -6.28138 -1.82062 -2.48706
Cl -1.56168 3.72294 2.09936
H -2.06572 0.94753 -0.30186
C -1.95760 3.35239 6.66332
H 2.04842 -3.50336 0.35148
H -0.78271 7.16381 3.04246
H -6.10214 3.74420 2.32328
H -2.86035 3.84946 6.29643
H 6.53301 -1.39990 -0.60360
H 0.96769 -7.67394 2.37919
Cl 2.76279 1.80507 -7.44129
C -1.55154 2.24462 5.70416
H 4.47360 -0.66640 1.87880
C -1.66879 7.47446 3.60494
H 2.45611 1.56980 -4.46016
H 1.67330 -0.69333 6.21739
H -11.53000 2.79558 -0.35740
H -6.24063 -3.44791 0.13891
Cl 2.97926 0.44974 -2.46816
H 5.85261 -2.85603 -6.74057
Cl 0.52342 -3.00331 4.87551
H -1.17099 4.10679 6.76408
H -6.77510 3.60703 3.95662
H 3.13921 -1.38090 6.93700
Cl -9.79168 3.86031 0.80077
Cl 0.13064 1.74692 -0.11932
C 1.82901 -2.85964 6.07884
H -1.49502 0.90702 1.37491
C -1.53567 1.51711 0.46708
H 3.25844 -6.61515 1.99992
Cl 5.12648 0.60998 -9.60367
H 2.57972 -3.62504 5.85834
Cl -2.33721 2.72940 8.28844
Cl 0.02648 1.53430 6.12606
H 7.25734 1.05418 0.02990
H 2.17165 -0.68478 0.46074
Cl 3.50918 -2.86986 -6.80714
Cl -2.63706 6.02137 3.95741
C 3.54846 1.32029 -10.02557
H 2.97028 -8.06734 1.02646
C 5.62684 -0.76352 -0.17841
H 4.14548 1.82713 -3.99251
H 5.20584 -4.49682 -6.57215
H -5.59386 -1.80712 -0.02951
H 6.59265 0.39407 2.69608
Cl 3.36089 -1.11285 4.61844
C 4.18603 -2.84136 0.78450
C 3.14240 2.42807 -9.06641
H -2.29187 1.43856 5.68256
C 6.44082 -1.66412 1.98594
H -2.19526 3.49249 -0.16472
H 2.44696 -3.55219 2.19271
C 3.76493 -0.03504 -5.05244
C 5.35572 -3.78031 -8.62156
O 6.96617 -2.75314 2.55443
H -1.45685 2.64638 4.69088
H -0.07605 -2.57477 2.04443
H -10.42527 3.62987 -1.46331
C -6.98529 1.81009 2.78763
Cl -2.85665 8.02040 1.19213
C -2.24552 2.83926 0.71223
Cl 5.34294 -0.74536 -4.63054
H -9.72502 1.04439 0.07631
C 0.19609 -1.59314 1.44005
H 4.28774 -3.14118 -0.36112
H -10.29572 1.08490 -1.60045
C -6.32944 -2.51382 -0.42465
C 1.16778 -7.00453 1.53747
H 4.88676 -0.45404 -1.03253
H -8.01353 2.06414 2.51412
C -6.22765 3.06982 3.17636
```

Results
M (g/mol): 1245.8
SMILES: O=C1NCC[C@H]1CCCCO.ClCCCl.ClCCCl.ClCCCl.ClCCCl.ClCCCl.ClCCCl.ClCCCl.ClCCCl.ClCCCl.ClCCCl.ClCCCl
Electronic energy (Eh): -11507.7955

Here are the Löwdin charges for atoms 1 to 4, given in e: number 1, H, carries 0.0555; number 2, C, carries -0.6563; number 3, H, carries 0.0736; number 4, C, carries -0.6581

> Which of these has the lowest electronic energy?

C30H59Cl22NO2

> Which of these has the highest electronic energy?

C30H58N2O14S9